Here is 9 unconnected molecules or ions with the total composition C50H98ClF4N2O9 at a distorted geometry from OMol25. Energies are from the ωB97M-V functional and the def2-TZVPD basis.

CARTESIAN COORDINATES (ANGSTROEM)
H1 -3.79558 1.66990 6.25878
C1 -7.61061 -3.23579 1.83751
H2 -10.33428 8.05132 -0.16189
C2 -4.75065 0.80521 -2.59454
H3 -5.75995 -7.90338 3.88109
H4 11.91377 0.95271 6.61881
C3 4.33158 2.13622 -2.61155
C4 3.46058 2.72280 -0.31153
C5 -4.33011 2.15925 5.44331
C6 -7.01745 -2.56184 3.04712
H5 -0.39326 -0.03633 -8.87207
C7 10.74529 -0.92474 -0.71402
H6 1.49077 -1.14849 0.20357
H7 -8.73523 8.09862 0.61146
C8 -9.89110 6.34922 1.06653
H8 -7.59693 1.38234 6.37514
C9 7.64175 -4.37468 -0.96853
H9 -7.18185 -3.17237 3.93619
F1 -1.64426 1.67595 -1.56771
H10 6.56381 0.49462 -2.00798
H11 0.75344 -2.59150 -0.44657
H12 4.05059 2.88723 -3.35181
H13 -10.19656 8.40141 1.57221
H14 -6.17175 1.30459 7.42960
F2 -1.81051 3.87028 -0.39992
H15 11.79081 -0.64869 -0.85664
H16 6.34038 2.64948 -2.97314
C10 -1.81752 2.17261 -7.79088
C11 3.92668 -1.01274 2.71140
C12 -5.41752 -7.50705 2.92795
H17 3.83190 -2.98911 3.66606
C13 0.75387 1.63311 -1.61682
O1 10.07482 -2.88443 0.41615
C14 -5.73945 1.62502 5.35530
C15 3.10731 0.50206 -1.23612
H18 8.54182 -0.75366 6.10260
C16 6.41967 1.33812 -1.32631
H19 -4.34903 3.23496 5.62457
H20 -4.10966 -4.37084 2.16377
H21 -6.55040 2.08302 1.98706
O2 -4.95905 -5.55118 4.19902
H22 10.36433 1.74484 6.96615
H23 1.67564 -2.24867 2.17106
H24 7.90548 -3.72424 -0.14123
C17 -7.40926 0.63820 0.23412
N1 3.21858 1.98656 -1.58391
H25 -5.64345 -0.50463 -0.04891
H26 0.89915 1.66239 -0.52743
H27 -9.34966 -4.15025 2.69359
C18 10.97764 -1.19436 1.84009
H28 8.54379 -0.37758 4.36877
H29 -9.64096 -2.56020 1.95279
H30 3.70703 -2.57031 0.16893
C19 -4.93271 -6.08980 3.11611
O3 -10.37925 5.96024 2.10086
H31 10.41769 -0.28411 2.04246
H32 -1.58017 -1.25673 -8.36859
H33 -9.38858 -3.98576 0.92707
H34 -4.86430 1.23793 -3.59030
H35 -3.80999 1.96380 4.50801
H36 3.88969 4.53470 -1.44405
H37 -9.49900 4.36670 0.38008
C20 2.13100 -0.26105 -2.14435
H38 -6.72517 2.86935 6.79475
H39 4.37186 -0.63603 1.78191
H40 2.18657 -3.95610 2.23968
C21 -1.36875 -0.85493 -2.88860
C22 -9.36048 5.38733 0.03121
H41 -6.84909 1.22757 -2.22665
C23 1.70507 -2.06094 -0.35784
H42 2.75486 0.39914 -0.20901
H43 6.41958 -4.74133 -3.49868
H44 4.35211 2.35651 0.19147
H45 4.07530 0.01354 -1.31487
H46 -4.60692 -8.13292 2.55179
C24 1.93686 2.38970 -2.23615
H47 -8.17444 0.10325 -0.33688
H48 -7.42056 0.22395 1.25133
H49 -8.29602 5.56660 -0.12947
C25 -7.20848 2.70079 1.37042
C26 10.84191 0.79702 6.71311
H50 -9.89713 5.51604 -0.90994
H51 8.25069 0.91127 5.55515
H52 -1.45519 -0.86178 -1.80001
H53 0.56876 -0.84598 -3.76245
H54 -3.58459 -0.72838 -1.68024
H55 2.93664 -0.55473 2.79042
C27 -4.42045 -5.37670 1.89136
H56 10.78247 -1.91074 2.63208
H57 -2.40911 2.45518 -8.66251
C28 -6.10086 0.48698 -1.93321
C29 10.56326 -1.77854 0.51657
C30 2.48293 -2.94807 1.94313
C31 5.75054 -4.83397 -2.64220
H58 4.18387 4.67282 0.28940
H59 10.40177 -1.48409 -1.58188
C32 10.29340 0.27281 5.40973
H60 -6.24289 -7.52757 2.21462
H61 -4.45668 -1.30692 -3.06954
H62 -0.18298 0.71091 -3.89144
C33 -6.02910 0.45922 -0.40220
H63 2.62848 2.47657 0.35256
H64 -4.21171 1.48830 -1.92960
H65 5.86925 0.94469 -0.47319
N2 0.75205 0.21869 -1.99091
H66 5.77038 3.37684 -1.49714
H67 -0.77662 2.45177 -7.96327
F3 -0.59682 2.88597 -3.16327
C34 -2.60672 -0.24745 -3.57896
H68 2.50042 -0.10609 -3.17452
O4 11.00586 0.08103 4.45181
C35 2.22263 -1.75237 -1.78470
H69 2.64233 -3.94960 -0.01872
H70 1.98383 2.17258 -3.30440
H71 -2.47969 0.80361 -3.82749
C36 -0.55954 3.69677 -0.91059
H72 -2.02596 -0.03105 -9.57094
H73 7.65932 -5.40987 -0.62366
H74 -6.42764 -0.50691 -2.25539
C37 8.80926 -0.00469 5.35607
H75 -5.37434 1.23578 0.00564
C38 -0.03463 -0.12539 -3.20234
H76 8.38163 -4.25060 -1.76035
O5 -6.92461 -3.55192 0.88981
O6 -7.80318 2.00182 0.29739
O7 -6.14577 1.07687 4.35739
C39 6.27886 -4.01971 -1.48561
F4 -0.24575 4.81563 -1.65557
C40 -6.61530 1.80763 6.56902
H77 -7.47200 -1.57887 3.18592
C41 3.51383 4.24820 -0.45775
C42 3.78218 -2.54150 2.67257
H78 4.59629 -2.97763 2.09112
C43 -9.78167 7.82237 0.75051
C44 2.71456 -2.94644 0.41644
C45 -9.09546 -3.50006 1.85514
H79 1.77214 3.46537 -2.15708
H80 1.56036 -2.27100 -2.48601
Cl1 8.02162 1.84714 -0.76012
H81 -5.94728 -2.43527 2.90055
C46 -1.44901 -0.21853 -8.66447
H82 -7.94867 3.16042 2.03289
O8 -2.36905 0.24142 -6.52036
H83 -6.60482 3.51841 0.95653
H84 4.76084 -4.47776 -2.92286
C47 -3.87219 -0.45718 -2.70329
H85 -5.21036 -5.30883 1.14351
H86 3.22411 -2.14717 -1.96965
C48 -0.53481 2.42065 -1.86017
H87 0.19217 3.64555 -0.11541
H88 -2.78033 -0.83502 -4.47688
O9 5.62750 -3.11649 -1.00634
H89 -2.19131 2.70690 -6.92007
H90 10.65473 0.07982 7.51361
H91 -3.56655 -5.91278 1.47208
H92 5.68258 -5.88408 -2.35680
C49 -1.92287 0.68577 -7.55365
H93 10.13446 -0.02665 -0.61088
C50 5.72235 2.46290 -2.08955
H94 2.52786 4.70837 -0.37365
H95 4.55219 -0.68838 3.54466
H96 4.38011 1.19196 -3.15858
H97 -1.27060 -1.90087 -3.19197
H98 12.04268 -0.96070 1.82803

## Properties
E_tot	-3609.9713	Eh
charge	+1

Here are the Löwdin charges for atoms 1 to 8, given in e: H 0.0849; C -0.5014; H 0.0839; C -0.2029; H 0.0809; H 0.0834; C -0.0942; C -0.1523